Formula: C2H8NS
Source: OMol25
Level of theory: the ωB97M-V functional and the def2-TZVPD basis

```
12
Properties=species:S:1:pos:R:3
S -1.2314 -0.7253 1.1970
H -2.2395 -1.1937 1.9372
C 0.1471 0.0348 -1.7314
N 0.5740 1.0165 -0.7233
C 1.6855 0.5328 0.0916
H 0.8698 0.0329 -2.5528
H 0.0378 -0.9640 -1.3026
H -0.7826 0.4275 -2.1411
H -0.2243 1.1117 -0.0880
H 1.4746 -0.4487 0.5347
H 1.8852 1.2371 0.8990
H 2.5589 0.4522 -0.5648
```

Values from the calculation:
Lowest unoccupied orbital energy = 4.40 eV
HOMO-LUMO gap = 7.118 eV
Charge = -1

***

Formula: C2H8NS
Source: OMol25
Level of theory: the ωB97M-V functional and the def2-TZVPD basis

```
12
Properties=species:S:1:pos:R:3
S 2.8671 0.7875 -1.8905
H 2.7574 -0.3021 -2.6877
C 0.6608 0.2299 0.5923
N -0.3770 -0.8256 0.3070
C -1.7361 -0.2112 0.4429
H 0.3578 1.2566 0.1450
H 1.7258 -0.0525 0.5350
H 0.3359 0.3140 1.7008
H -0.2625 -1.1125 -0.6873
H -2.4297 -0.7136 -0.2756
H -2.1927 -0.3076 1.3999
H -1.7067 0.9372 0.4183
```

Values from the calculation:
Lowest unoccupied orbital energy (alpha / beta) = 6.76 / 6.76 eV
HOMO-LUMO gap (alpha / beta) = 2.678 / 6.946 eV
Spin multiplicity = 2
Charge = -2

***

Energy above the lowest of the compared OMol25 structures with the same formula, charge and spin (eV)
0.381 1.237
DFT total energy (hartree)
-533.9571 -533.7721